[1]
The following is a DFT calculation (the ωB97M-V functional and the def2-TZVPD basis) of a cluster of 3 separate species, C6H8N2 in total in a non-equilibrium geometry.

**HOMO energy**: -8.97 eV
**Calculated total energy**: -342.7709 a.u.

Each line ends with the Mulliken charge.
Positions of all 16 atoms, in Å:
C (-0.28, -2.27, 0.27)  -1.146
C (-0.10, -0.84, 0.46)  0.329
C (-0.30, 0.32, 0.81)  0.198
C (-0.57, 1.25, 1.92)  -1.178
H (0.67, -2.79, 0.37)  0.288
H (-0.98, -2.65, 1.02)  0.338
H (-0.68, -2.47, -0.73)  0.290
H (0.27, 1.93, 2.05)  0.275
H (-1.45, 1.85, 1.68)  0.338
H (-0.77, 0.71, 2.85)  0.346
C (1.52, -0.16, -2.46)  0.037
N (1.48, -1.02, -1.71)  -0.361
H (1.62, 0.43, -3.35)  0.342
C (-0.21, 1.77, -0.91)  0.220
N (-0.96, 2.65, -1.06)  -0.493
H (0.73, 1.30, -1.19)  0.180

[2]
The following is a DFT calculation (the ωB97M-V functional and the def2-TZVPD basis) of the ion C6H8N2 with charge +2 in a non-equilibrium geometry.

**HOMO energy**: -20.01 eV
**Total charge**: +2
**Calculated total energy**: -341.9191 a.u.

Each line ends with the Mulliken charge.
Positions of all 16 atoms, in Å:
C (-2.26, -0.36, 0.01)  -0.109
C (-3.52, -0.34, 0.01)  -0.235
C (-1.11, 0.56, -0.03)  0.888
C (-0.04, -1.90, 0.00)  0.261
C (1.37, -1.85, -0.08)  -0.913
C (0.67, 2.22, 0.03)  -0.709
N (-0.84, -0.72, 0.19)  0.012
N (-0.70, 1.73, -0.03)  -0.081
H (-0.44, -2.88, -0.03)  0.460
H (1.89, -0.98, -0.50)  0.350
H (1.45, -2.31, 1.00)  0.350
H (1.82, -2.68, -0.53)  0.412
H (0.86, 2.98, 0.75)  0.318
H (0.90, 2.63, -0.92)  0.383
H (1.40, 1.47, 0.34)  0.267
H (-1.45, 2.43, -0.23)  0.347

[3]
The following is a DFT calculation (the ωB97M-V functional and the def2-TZVPD basis) of the molecule C6H8N2O in a non-equilibrium geometry.

**HOMO energy (alpha / beta)**: -9.59 / -9.59 eV
**Calculated total energy**: -417.9632 a.u.

Each line ends with the Mulliken charge.
Positions of all 17 atoms, in Å:
C (1.65, -1.09, 0.17)  -0.399
C (1.51, 0.35, 0.06)  0.391
C (0.16, 0.38, 0.09)  0.157
C (-1.88, -1.02, 0.16)  -0.448
C (-2.49, 0.37, -0.21)  -0.314
C (2.56, 1.42, -0.01)  -1.135
N (0.44, -1.70, 0.07)  -1.188
N (-0.50, -0.76, -0.02)  0.847
O (-1.83, 1.45, 0.23)  -0.521
H (2.40, -1.73, 0.30)  0.590
H (-2.22, -1.46, 1.15)  0.304
H (-2.34, -1.80, -0.59)  0.240
H (-2.54, 0.32, -1.28)  0.296
H (-3.59, 0.32, 0.21)  0.296
H (3.33, 1.38, 0.84)  0.265
H (3.16, 1.18, -0.96)  0.276
H (2.18, 2.40, -0.21)  0.343

[4]
The following is a DFT calculation (the ωB97M-V functional and the def2-TZVPD basis) of the molecule C6H8N2O in a non-equilibrium geometry.

**HOMO energy**: -8.98 eV
**Calculated total energy**: -418.0770 a.u.

Each line ends with the Mulliken charge.
Positions of all 17 atoms, in Å:
C (-1.74, 1.25, -0.41)  -1.151
C (-2.05, -0.26, 0.11)  0.595
O (-3.22, -0.67, 0.11)  -0.650
N (-1.03, -1.04, 0.39)  -0.186
C (0.38, -0.61, 0.31)  -0.023
C (1.18, 0.02, 1.25)  -0.354
C (2.43, 0.22, 0.50)  -0.452
C (2.27, -0.26, -0.75)  -1.006
N (1.07, -0.80, -0.81)  -0.026
H (-1.08, 1.58, 0.15)  0.568
H (-2.83, 1.87, -0.17)  0.228
H (-1.58, 1.22, -1.45)  0.288
H (-1.41, -2.13, 0.60)  0.324
H (0.90, 0.35, 2.36)  0.293
H (3.15, 0.61, 1.01)  0.603
H (2.89, -0.28, -1.45)  0.633
H (0.66, -1.06, -1.75)  0.316

[5]
The following is a DFT calculation (the ωB97M-V functional and the def2-TZVPD basis) of a cluster of 2 separate species, C6H8N2O2 in total in a non-equilibrium geometry.

**HOMO energy**: -10.24 eV
**Calculated total energy**: -493.3559 a.u.

Each line ends with the Mulliken charge.
Positions of all 18 atoms, in Å:
O (-0.52, -1.98, 0.49)  -0.583
C (-0.02, -1.07, -0.13)  0.431
C (-0.54, 0.23, -0.28)  -0.321
C (-0.23, 0.81, -1.37)  -0.235
N (0.65, 0.24, -2.32)  -0.250
C (1.49, -0.77, -2.11)  0.382
O (2.56, -1.01, -2.79)  -0.633
N (1.11, -1.38, -0.87)  -0.139
H (-1.18, 0.61, 0.46)  0.467
H (-0.81, 1.74, -1.76)  0.313
H (1.35, 0.96, -2.75)  0.295
H (1.37, -2.37, -0.89)  0.271
C (-1.68, 2.10, 3.84)  -0.350
C (-2.52, 2.36, 4.76)  -0.448
H (-1.93, 1.39, 3.00)  0.176
H (-0.66, 2.52, 3.99)  0.205
H (-3.58, 1.91, 5.03)  0.200
H (-2.14, 3.15, 5.40)  0.218

[6]
The following is a DFT calculation (the ωB97M-V functional and the def2-TZVPD basis) of a cluster of 2 separate species, C6H8N2O2 in total in a non-equilibrium geometry.

**HOMO energy**: -9.14 eV
**Calculated total energy**: -493.3312 a.u.

Each line ends with the Mulliken charge.
Positions of all 18 atoms, in Å:
O (1.36, 2.31, -1.02)  -0.540
C (1.47, 1.19, -0.58)  0.416
C (1.53, 0.92, 0.91)  -0.449
C (1.30, -0.30, 1.54)  -0.169
N (0.91, -1.40, 0.76)  -0.041
C (1.12, -1.28, -0.66)  0.216
O (0.72, -2.23, -1.36)  -0.604
N (1.72, -0.11, -1.23)  -0.118
H (1.21, 1.77, 1.61)  0.255
H (1.30, -0.60, 2.54)  0.455
H (0.62, -2.25, 1.28)  0.259
H (1.88, -0.06, -2.32)  0.320
C (-2.82, -0.23, -0.34)  -0.392
C (-2.22, 1.00, -0.15)  -0.517
H (-2.73, -0.98, -1.34)  0.215
H (-3.07, -0.69, 0.69)  0.191
H (-1.79, 1.50, -1.11)  0.211
H (-2.51, 1.44, 0.76)  0.292

[7]
The following is a DFT calculation (the ωB97M-V functional and the def2-TZVPD basis) of a structure of composition C6H8N2O3 in a non-equilibrium geometry.

**HOMO energy**: -9.16 eV
**Calculated total energy**: -568.4261 a.u.

Each line ends with the Mulliken charge.
Positions of all 19 atoms, in Å:
C (-1.02, -1.27, 3.40)  -1.096
C (-1.92, -1.59, 2.02)  -0.231
C (-0.56, -0.97, 0.31)  0.502
C (0.19, 0.19, -0.49)  0.484
C (1.36, 0.01, -1.30)  -0.443
C (1.56, 1.22, -1.86)  0.384
H (-1.65, -1.33, 4.37)  0.310
H (-0.95, -0.12, 3.50)  0.292
H (-0.05, -1.48, 3.46)  0.439
H (-1.16, -2.67, 1.74)  0.253
H (-3.14, -1.84, 2.35)  0.315
H (1.66, -1.01, -1.91)  0.285
H (1.51, 2.98, -0.81)  0.349
H (-1.14, 1.58, -0.69)  0.343
N (0.64, 2.27, -1.33)  -0.432
N (-0.19, 1.48, -0.36)  -0.175
O (-1.81, -0.53, 0.77)  -0.403
O (0.10, -1.99, 0.50)  -0.561
O (2.24, 1.53, -2.86)  -0.615

[8]
The following is a DFT calculation (the ωB97M-V functional and the def2-TZVPD basis) of a cluster of 2 separate species, C6H8N2O4 in total in a non-equilibrium geometry.

**HOMO energy**: -9.91 eV
**Calculated total energy**: -643.6468 a.u.

Each line ends with the Mulliken charge.
Positions of all 20 atoms, in Å:
C (-0.01, -0.82, -0.76)  0.359
C (-1.21, -0.14, -1.38)  -0.488
C (-2.13, 0.23, -0.22)  -0.643
C (-1.19, 0.36, 0.97)  -0.463
C (-0.18, -0.75, 0.74)  -0.608
C (1.89, 0.53, 0.34)  -0.254
N (1.71, 1.64, -0.01)  0.662
N (2.89, -0.46, 0.37)  1.082
O (0.91, -1.31, -1.37)  -0.607
O (1.23, 2.69, -0.21)  -0.626
O (2.77, -1.37, 1.15)  -0.535
O (3.82, -0.25, -0.37)  -0.551
H (-0.86, 0.75, -1.91)  0.240
H (-1.68, -0.79, -2.13)  0.340
H (-2.70, 1.14, -0.41)  0.344
H (-2.84, -0.58, -0.04)  0.306
H (-0.71, 1.34, 0.96)  0.195
H (-1.71, 0.26, 1.93)  0.356
H (0.70, -0.75, 1.38)  0.451
H (-0.68, -1.71, 0.97)  0.436

[9]
The following is a DFT calculation (the ωB97M-V functional and the def2-TZVPD basis) of the ion C6H8N3O with charge +1 in a non-equilibrium geometry.

**HOMO energy (alpha / beta)**: -11.30 / -11.48 eV
**Total charge**: +1
**Calculated total energy**: -472.5156 a.u.

Each line ends with the Mulliken charge.
Positions of all 18 atoms, in Å:
C (3.60, 0.88, -1.66)  -0.436
C (2.27, 1.18, -1.64)  -0.191
C (3.74, -0.30, -0.93)  -0.282
C (1.66, 0.34, -0.70)  0.297
C (-1.32, -0.82, 1.00)  -0.030
C (-3.49, 0.37, 0.56)  -0.280
N (-0.12, -0.35, 0.51)  0.239
N (0.36, 0.38, -0.42)  -0.687
N (-2.67, -0.41, 1.19)  -0.152
O (2.60, -0.61, -0.28)  -0.348
H (4.36, 1.32, -2.19)  0.470
H (1.84, 1.98, -2.25)  0.432
H (4.49, -0.97, -0.83)  0.518
H (-1.21, -1.75, 1.63)  0.226
H (-4.47, 0.25, 0.89)  0.277
H (-3.25, 1.11, -0.18)  0.300
H (0.68, -0.97, 0.98)  0.339
H (-3.11, -0.98, 1.98)  0.307

[10]
The following is a DFT calculation (the ωB97M-V functional and the def2-TZVPD basis) of the ion C6H8N3OS with charge +1 in a non-equilibrium geometry.

**HOMO energy**: -12.70 eV
**Total charge**: +1
**Calculated total energy**: -870.8516 a.u.

Each line ends with the Mulliken charge.
Positions of all 19 atoms, in Å:
N (2.62, -0.44, 1.63)  -0.374
C (1.31, -0.19, 1.50)  0.716
N (0.72, 0.81, 0.87)  -0.129
C (-0.67, 0.67, 0.74)  -0.101
C (-0.92, 0.45, -0.73)  0.290
N (-0.08, -0.23, -1.41)  -0.355
C (-0.45, -0.25, -2.70)  -0.550
C (-1.55, 0.52, -3.00)  -0.130
S (-2.11, 1.32, -1.57)  -0.114
C (-0.86, -0.87, 1.79)  -0.424
O (0.56, -1.13, 1.94)  -0.362
H (3.27, 0.10, 1.13)  0.205
H (2.91, -1.29, 2.06)  0.246
H (1.11, 1.60, 0.30)  0.305
H (-1.39, 1.49, 1.13)  0.396
H (0.18, -0.88, -3.45)  0.312
H (-2.02, 0.65, -4.00)  0.407
H (-1.57, -0.63, 2.66)  0.316
H (-1.07, -1.67, 1.11)  0.348

[11]
The following is a DFT calculation (the ωB97M-V functional and the def2-TZVPD basis) of the ion C6H8N3S with charge +1 in a non-equilibrium geometry.

**HOMO energy**: -12.65 eV
**Total charge**: +1
**Calculated total energy**: -795.5805 a.u.

Each line ends with the Mulliken charge.
Positions of all 18 atoms, in Å:
N (1.57, -0.74, 3.04)  -0.349
C (0.60, -0.74, 2.14)  0.353
S (-0.64, -1.75, 1.92)  -0.285
N (0.77, 0.39, 1.17)  -0.882
N (0.12, 0.24, -0.02)  0.499
C (0.75, -0.05, -1.16)  0.041
C (0.10, -0.27, -2.27)  -0.488
C (-1.29, -0.31, -2.34)  -0.193
C (-1.94, 0.06, -1.15)  -0.463
C (-1.22, 0.36, -0.03)  0.019
H (2.44, -0.09, 3.05)  0.246
H (1.42, -1.27, 3.83)  0.229
H (1.73, 0.61, 1.05)  0.294
H (1.78, -0.05, -0.95)  0.407
H (0.59, -0.47, -3.29)  0.298
H (-1.63, -0.37, -3.32)  0.459
H (-3.07, 0.21, -0.93)  0.265
H (-1.76, 0.61, 0.79)  0.551

[12]
The following is a DFT calculation (the ωB97M-V functional and the def2-TZVPD basis) of the ion C6H8N4 with charge +2 in a non-equilibrium geometry.

**HOMO energy**: -18.01 eV
**Total charge**: +2
**Calculated total energy**: -451.4852 a.u.

Each line ends with the Mulliken charge.
Positions of all 18 atoms, in Å:
C (0.35, -2.57, 0.06)  -0.182
C (-0.92, -2.58, 0.18)  -0.093
C (1.36, -1.50, -0.19)  -0.486
C (0.99, -0.24, -0.38)  0.050
C (-1.28, -0.14, -0.21)  0.027
C (-0.09, 1.92, 0.26)  -1.069
N (-3.53, -0.15, 0.00)  0.535
N (-4.46, -0.68, 0.17)  -0.292
N (-2.47, 0.44, -0.16)  0.179
N (-0.16, 0.49, -0.07)  0.149
H (1.03, -3.49, 0.16)  0.374
H (-1.97, -2.74, 0.32)  0.514
H (2.44, -1.65, -0.30)  0.371
H (1.89, 0.36, -0.41)  0.282
H (-0.61, 2.09, 1.20)  0.485
H (0.96, 2.11, 0.51)  0.300
H (-0.55, 2.51, -0.43)  0.449
H (-2.60, 1.51, 0.02)  0.407

[13]
The following is a DFT calculation (the ωB97M-V functional and the def2-TZVPD basis) of the molecule C6H8N4O2 in a non-equilibrium geometry.

**HOMO energy**: -10.18 eV
**Calculated total energy**: -602.8050 a.u.

Each line ends with the Mulliken charge.
Positions of all 20 atoms, in Å:
C (2.47, 0.41, 0.45)  -0.685
C (1.18, 0.45, 0.27)  0.211
C (0.19, 1.28, -0.42)  0.704
O (0.31, 1.68, -1.54)  -0.538
O (-0.92, 1.51, 0.28)  -0.251
C (-1.84, 2.49, -0.17)  -0.679
N (0.24, -0.86, 1.04)  0.465
N (-0.32, -0.99, 2.23)  -0.436
N (-0.91, -2.09, 2.24)  -0.372
N (-0.85, -2.68, 1.03)  -0.458
C (-0.21, -1.86, 0.24)  0.765
C (0.11, -1.99, -1.17)  -0.984
H (2.91, -0.50, 0.89)  0.299
H (3.22, 1.10, 0.05)  0.319
H (-1.63, 3.40, 0.47)  0.256
H (-2.94, 2.06, -0.03)  0.211
H (-1.70, 2.77, -1.25)  0.342
H (1.27, -1.93, -1.24)  0.234
H (-0.29, -3.01, -1.58)  0.297
H (-0.29, -1.25, -1.80)  0.301

[14]
The following is a DFT calculation (the ωB97M-V functional and the def2-TZVPD basis) of the molecule C6H8N4O4 in a non-equilibrium geometry.

**HOMO energy**: -9.11 eV
**Calculated total energy**: -753.1138 a.u.

Each line ends with the Mulliken charge.
Positions of all 22 atoms, in Å:
N (-1.05, -1.10, -1.82)  -0.730
N (0.30, -0.87, -1.52)  -0.109
C (0.51, -0.20, -0.23)  -0.095
C (-0.73, -0.08, 0.56)  -0.409
C (-0.70, 0.63, 1.73)  -0.585
C (0.43, 1.50, 1.97)  -0.471
C (1.24, 1.89, 0.98)  -0.822
C (1.32, 1.16, -0.33)  0.743
N (2.81, 0.67, -0.62)  1.026
O (3.57, 1.58, -0.70)  -0.617
O (2.98, -0.51, -0.77)  -0.582
N (0.86, 1.94, -1.45)  1.012
O (1.17, 1.48, -2.55)  -0.573
O (0.09, 2.82, -1.24)  -0.615
H (-1.33, -2.03, -1.38)  0.237
H (-1.07, -1.08, -2.81)  0.244
H (0.94, -1.66, -1.61)  0.280
H (1.21, -0.72, 0.50)  0.404
H (-1.57, -0.62, 0.11)  0.420
H (-1.35, 0.60, 2.52)  0.501
H (0.36, 2.18, 2.86)  0.310
H (1.84, 2.76, 1.10)  0.432